# 1
63
Properties=species:S:1:pos:R:3:nbo_charge:R:1 method="wB97M-V/def2-TZVPD" gap_ev="7.10 / 4.46" e_lumo_ha="0.0083 / -0.0916" e_above_lowest_kj_mol=16.2 multiplicity=3
Au 0.82411 -0.00717 0.51287 0.90
Cl 2.20209 4.51905 6.04498 -0.02
C 1.52274 3.34153 4.94871 -0.08
C 0.31546 2.77474 5.23218 -0.20
C -0.25054 1.82170 4.37143 -0.26
I -2.10362 0.99785 4.84515 0.12
C 0.36671 1.39848 3.20079 0.32
O -0.14705 0.51131 2.42418 -0.79
C 1.63907 2.02777 2.90901 0.17
N 2.24298 1.64945 1.75846 -0.49
C 3.40174 2.15800 1.43260 0.06
C 4.06552 3.10501 2.23416 -0.26
C 3.47456 3.51404 3.39369 -0.13
C 2.22137 2.98200 3.77251 -0.12
H -0.21010 3.06302 6.13227 0.23
H 3.84086 1.81471 0.50207 0.19
H 5.02491 3.49662 1.92538 0.22
H 3.95270 4.24266 4.03400 0.23
O 3.54338 -2.56146 -2.64695 -0.76
C 3.50865 -2.91002 -1.25273 -0.09
C 2.11862 -3.45141 -0.93439 -0.14
C 1.99547 -4.91518 -1.41216 -0.04
O 2.55507 -5.17768 -2.68572 -0.73
C 1.85948 -3.46774 0.57907 -0.58
Se 2.19193 -1.85446 1.63648 -0.14
C 1.00996 -2.68484 -1.68518 -0.60
Se 1.13486 -0.75182 -1.78825 0.32
H 4.37588 -2.12013 -2.83825 0.49
H 3.71537 -2.03437 -0.63458 0.21
H 4.25336 -3.68243 -1.03751 0.19
H 0.93356 -5.19320 -1.40707 0.16
H 2.50765 -5.56870 -0.70098 0.18
H 2.76371 -4.34556 -3.12793 0.49
H 2.51719 -4.20870 1.03931 0.23
H 0.83440 -3.79713 0.75638 0.22
H 0.05428 -2.87448 -1.19555 0.25
H 0.95133 -3.01980 -2.71938 0.23
C -4.71126 1.48803 -2.01766 -0.42
N -3.28959 1.71646 -2.20764 -0.21
N -2.44297 1.29755 -1.18260 -0.29
C -1.32851 2.12260 -1.13502 0.63
O -0.33416 1.93847 -0.42476 -0.70
C -1.59828 3.17094 -2.08083 -0.39
C -2.78689 2.89855 -2.67473 0.25
C -3.55948 3.70598 -3.65876 -0.66
C -2.49873 -0.05110 -0.73396 0.19
C -2.61218 -1.09206 -1.65026 -0.27
C -2.65587 -2.39683 -1.18426 -0.21
C -2.54132 -2.65600 0.17876 -0.22
C -2.40958 -1.60829 1.07818 -0.18
C -2.41644 -0.29536 0.62537 -0.22
H -4.86517 0.46080 -1.69745 0.23
H -5.21414 1.63027 -2.97096 0.22
H -5.13616 2.16343 -1.26974 0.20
H -0.93860 3.99587 -2.28237 0.24
H -2.95485 4.54290 -3.99874 0.24
H -4.47060 4.10504 -3.20951 0.23
H -3.84456 3.10749 -4.52463 0.23
H -2.67363 -0.87409 -2.70958 0.23
H -2.76198 -3.21358 -1.88708 0.22
H -2.55817 -3.67761 0.53692 0.22
H -2.29443 -1.79322 2.13795 0.24
H -2.31013 0.52206 1.32430 0.26

=====

# 2
91
Properties=species:S:1:pos:R:3:lowdin_charge:R:1 method="wB97M-V/def2-TZVPD" gap_ev=9.91 e_lumo_ha=0.0065
O 0.99432 0.44051 0.78823 0.15
C 2.13345 0.26218 0.57227 -0.21
N 3.39353 0.23561 0.41310 0.29
B 3.93160 1.19013 1.40961 -0.57
O 4.62702 2.39065 1.00498 0.19
B 3.62458 3.41295 1.24585 -0.27
O 2.98042 3.43440 2.51326 0.17
B 3.28577 2.29763 3.31511 -0.28
O 3.76979 1.05109 2.84217 0.22
H 3.38301 4.12782 0.33507 0.11
H 3.07033 2.39234 4.48381 0.11
C -1.43566 3.62079 -1.64874 -0.05
C -1.08730 4.72059 -0.69444 -0.31
O -0.61999 4.02333 0.44240 0.14
C -0.09056 2.85732 -0.03719 -0.44
O 0.63403 2.13581 0.58472 0.12
O -0.48188 2.61639 -1.31659 0.10
F -2.18926 5.43276 -0.34100 0.06
H -2.44448 3.22947 -1.49193 0.15
H -1.33635 3.92561 -2.69056 0.15
H -0.30968 5.39929 -1.05580 0.17
C -2.13946 -0.61754 -3.08249 -0.06
C -3.62007 -0.82973 -3.04246 -0.32
O -4.13571 0.41464 -3.47609 0.13
C -3.18488 0.93416 -4.30655 -0.54
O -3.37711 1.83509 -5.06299 0.16
O -1.99170 0.29247 -4.16907 0.08
F -4.04677 -1.05620 -1.77668 0.08
H -1.75377 -0.15669 -2.16880 0.15
H -1.59214 -1.53950 -3.26573 0.11
H -3.97850 -1.62463 -3.70033 0.16
C 0.16588 -4.20408 -0.94234 -0.08
C 1.58493 -4.36265 -1.38877 -0.31
O 1.52388 -4.06139 -2.76965 0.15
C 0.48727 -3.18547 -2.90478 -0.53
O 0.30331 -2.50753 -3.86930 0.16
O -0.30758 -3.17202 -1.80101 0.07
F 2.00117 -5.64596 -1.24463 0.07
H -0.42812 -5.10602 -1.09779 0.12
H 0.08855 -3.91052 0.10280 0.13
H 2.29073 -3.68800 -0.89637 0.17
C -2.01045 6.50393 2.41310 -0.07
C -3.18681 7.15584 3.07262 -0.32
O -2.80188 7.21315 4.43241 0.14
C -1.43948 7.29922 4.42470 -0.53
O -0.78383 7.63089 5.36053 0.18
O -0.92274 6.96538 3.20843 0.06
F -4.29405 6.38285 2.96896 0.08
H -2.05456 5.41304 2.45605 0.15
H -1.89335 6.80851 1.37533 0.13
H -3.40529 8.16409 2.71012 0.18
C 2.12965 7.76293 2.24328 -0.05
C 2.35369 8.88009 1.27000 -0.32
O 2.84708 8.21307 0.12348 0.14
C 2.29541 6.96725 0.16135 -0.54
O 2.26526 6.21925 -0.77008 0.15
O 1.77602 6.68292 1.38617 0.07
F 3.30540 9.73329 1.71686 0.08
H 3.03279 7.50327 2.80114 0.15
H 1.33029 7.97994 2.95204 0.13
H 1.45038 9.43844 1.00938 0.18
C -5.49456 -5.52974 -2.27320 -0.06
C -5.08682 -4.39980 -3.16747 -0.32
O -3.71553 -4.22992 -2.86521 0.13
C -3.26981 -5.46169 -2.48306 -0.52
O -2.12164 -5.76698 -2.41250 0.18
O -4.30234 -6.30295 -2.19973 0.08
F -5.74507 -3.26078 -2.84548 0.08
H -5.77225 -5.19379 -1.27092 0.15
H -6.31633 -6.11384 -2.68766 0.14
H -5.20485 -4.60516 -4.23503 0.18
C -2.46177 -5.76614 3.68138 -0.06
C -1.03897 -5.92553 3.24003 -0.32
O -1.09621 -5.62346 1.85933 0.13
C -2.13339 -4.74752 1.71831 -0.53
O -2.31276 -4.07332 0.75316 0.18
O -2.93259 -4.73459 2.82049 0.08
F -0.62366 -7.20547 3.38572 0.08
H -3.05511 -6.67024 3.52309 0.15
H -2.54323 -5.47193 4.72771 0.14
H -0.33554 -5.25048 3.73481 0.18
C 5.68757 -6.12148 -1.63752 -0.06
C 6.03105 -5.01444 -0.68797 -0.32
O 6.50376 -5.70254 0.45161 0.14
C 7.03936 -6.86772 -0.01931 -0.54
O 7.76332 -7.57218 0.60742 0.18
O 6.64617 -7.11798 -1.30022 0.08
F 4.92624 -4.30985 -0.34049 0.07
H 4.68090 -6.51610 -1.47691 0.14
H 5.78406 -5.82109 -2.68098 0.14
H 6.80434 -4.33283 -1.05227 0.18

=====

# 3
71
Properties=species:S:1:pos:R:3:lowdin_charge:R:1 method="wB97M-V/def2-TZVPD" gap_ev=8.69 e_lumo_ha=-0.0267
C 0.34120 -3.16831 -1.87102 -0.01
B -0.90375 -2.32095 -2.32680 -0.39
O -0.66526 -1.04026 -2.77922 0.12
B -2.47008 -3.01842 -2.23600 -0.41
O -3.54049 -2.34371 -1.67866 0.22
B -4.64832 -3.16834 -1.68607 -0.33
O -4.95172 -3.78072 -2.89523 0.22
B -3.90122 -4.64668 -3.17794 -0.35
O -2.63825 -4.32293 -2.72251 0.19
H 1.22350 -2.53863 -1.71947 0.07
H 0.53398 -3.93138 -2.63298 0.07
H 0.14896 -3.67488 -0.91870 0.07
H -1.30761 -0.74566 -3.42734 0.10
H -5.25887 -3.43326 -0.70006 0.13
H -4.11247 -5.66111 -3.75696 0.12
C 1.94337 -3.02293 -7.92873 -0.07
C 1.50749 -4.25565 -8.39779 -0.07
C 0.58205 -4.98867 -7.67149 0.00
C 0.10537 -4.46637 -6.48361 -0.13
C 0.53111 -3.24395 -5.99603 0.01
C 1.45884 -2.52003 -6.72799 -0.06
N -0.89373 -5.23157 -5.71645 -0.32
O -1.23221 -6.31243 -6.15102 0.09
O -1.31976 -4.73276 -4.69344 0.09
H 2.66285 -2.45201 -8.50097 0.11
H 1.88715 -4.64643 -9.33197 0.11
H 0.23736 -5.94828 -8.02705 0.12
H 0.15002 -2.85807 -5.06166 0.11
H 1.80131 -1.56210 -6.36097 0.11
C 0.38784 2.29457 2.06480 -0.06
C -0.33553 1.67692 3.07826 -0.06
C -1.18687 0.62590 2.77649 0.00
C -1.29391 0.21081 1.46155 -0.13
C -0.58694 0.81492 0.43730 0.02
C 0.25981 1.86750 0.74881 -0.05
N -2.17879 -0.91942 1.13738 -0.31
O -2.80536 -1.43049 2.04386 0.09
O -2.22975 -1.27562 -0.02077 0.08
H 1.05650 3.11199 2.30407 0.11
H -0.23273 2.01056 4.10038 0.07
H -1.75491 0.13694 3.55421 0.11
H -0.68893 0.47241 -0.58346 0.11
H 0.82448 2.35197 -0.03621 0.09
C 6.08447 3.52477 1.81695 -0.07
C 5.68413 2.27066 1.37395 -0.06
C 4.76528 2.15844 0.34253 0.00
C 4.26558 3.31378 -0.22984 -0.15
C 4.64591 4.57190 0.19976 0.00
C 5.56359 4.67276 1.23329 -0.06
N 3.30148 3.19915 -1.33754 -0.36
O 2.96774 2.08242 -1.67764 0.07
O 2.89241 4.22577 -1.83928 0.08
H 6.80529 3.60791 2.61970 0.11
H 6.08906 1.37819 1.83085 0.11
H 4.44619 1.18825 -0.00837 0.12
H 4.23626 5.45794 -0.26203 0.12
H 5.87421 5.64817 1.58175 0.11
C -4.23012 3.07124 7.95033 -0.07
C -3.56520 4.28940 8.01176 -0.06
C -2.25315 4.38808 7.57729 0.00
C -1.63094 3.25625 7.08354 -0.15
C -2.27245 2.03261 7.01933 0.00
C -3.58375 1.94446 7.45848 -0.06
N -0.24509 3.35955 6.59925 -0.34
O 0.30553 4.43593 6.67894 0.09
O 0.26597 2.35549 6.13854 0.05
H -5.25629 2.99995 8.28607 0.11
H -4.07009 5.16497 8.39609 0.11
H -1.72771 5.33043 7.62059 0.12
H -1.76209 1.16259 6.63344 0.12
H -4.10198 0.99651 7.41375 0.11